Entry 1:
125
Properties=species:S:1:pos:R:3 method="wB97M-V/def2-TZVPD" gap_ev=7.534 e_lumo_ev=0.34 homo_energy_ev=-7.19
Y 0.0908 -0.2041 1.4856
C -1.7769 2.6475 1.8345
N -1.7783 1.3796 2.5613
C -3.1546 0.8948 2.6522
C -1.2812 1.5923 3.9451
C 0.1879 1.9283 3.9742
C 0.6714 2.9301 4.8116
C 2.0305 3.2091 4.8441
C 2.8962 2.4882 4.0301
C 2.3896 1.4999 3.1930
C 1.0263 1.1866 3.1360
H -2.4466 3.3733 2.3191
H -2.0995 2.4729 0.8113
H -0.7708 3.0592 1.8202
H -3.7842 1.6366 3.1653
H -3.1832 -0.0395 3.2044
H -3.5587 0.7316 1.6577
H -1.4753 0.6597 4.4778
H -1.8815 2.3781 4.4309
H -0.0101 3.4919 5.4401
H 2.4098 3.9854 5.4950
H 3.9592 2.6957 4.0493
H 3.0889 0.9573 2.5624
O -1.3982 -1.4749 3.2656
H -0.7737 -2.0594 3.7248
H -1.8991 -2.0467 2.6668
O -2.0260 -1.3689 0.7199
H -1.6867 -2.2178 0.3217
H -2.1313 -0.7586 -0.0245
C 0.8482 -5.3647 -1.4704
N 1.1498 -3.9595 -1.2448
C 2.4003 -3.4937 -1.5190
C 2.8126 -2.2577 -1.1776
C 1.8891 -1.4938 -0.3911
O 2.1633 -0.3991 0.1800
N 0.6372 -1.9315 -0.2126
C 0.2255 -3.1475 -0.6131
O -0.9426 -3.5161 -0.4517
H 1.0789 -5.6276 -2.5034
H -0.2126 -5.5167 -1.2845
H 1.4374 -5.9713 -0.7825
H 3.0434 -4.2044 -2.0176
H 3.8099 -1.9051 -1.3717
N 1.0937 2.0298 0.4259
H 1.9037 1.5374 0.0569
H 1.4110 2.5791 1.2193
H 0.7264 2.6418 -0.2873
O -1.4656 0.7824 -0.7450
P -1.8909 0.7605 -2.2106
C -0.7226 -0.3546 -3.0548
C 0.7363 0.1279 -2.9666
C 1.1724 0.9671 -4.1621
C 0.9328 0.2223 -5.4675
C -0.5341 -0.1578 -5.6270
C -1.0291 -0.9663 -4.4321
C -2.0078 2.4680 -2.8250
C -2.1019 2.7432 -4.3320
C -2.5998 4.1793 -4.5727
C -2.1490 5.1370 -3.4655
C -0.7946 4.7085 -2.9224
C -0.8911 3.3441 -2.2223
C -3.5233 -0.0678 -2.3913
C -4.4583 0.1239 -1.1780
C -5.2988 1.3940 -1.2269
C -6.1101 1.4592 -2.5104
C -5.2003 1.3933 -3.7264
C -4.3118 0.1498 -3.7038
H -0.8248 -1.1781 -2.3274
H 1.3717 -0.7622 -2.9293
H 0.9069 0.6519 -2.0246
H 2.2280 1.2239 -4.0554
H 0.6318 1.9165 -4.1795
H 1.5377 -0.6895 -5.4624
H 1.2690 0.8159 -6.3197
H -0.6748 -0.7467 -6.5347
H -1.1358 0.7454 -5.7558
H -0.5237 -1.9372 -4.4490
H -2.0902 -1.1936 -4.5328
H -2.9585 2.7887 -2.3793
H -2.7515 2.0364 -4.8422
H -1.1124 2.6201 -4.7727
H -3.6880 4.1860 -4.6549
H -2.2182 4.5272 -5.5341
H -2.8752 5.1458 -2.6481
H -2.1118 6.1571 -3.8473
H -0.4015 5.4484 -2.2238
H -0.0788 4.6576 -3.7471
H -1.0888 3.4718 -1.1592
H 0.0636 2.8249 -2.3069
H -3.2104 -1.1223 -2.3858
H -3.8881 0.1005 -0.2570
H -5.1305 -0.7387 -1.1481
H -4.6548 2.2759 -1.1435
H -5.9574 1.4224 -0.3570
H -6.7233 2.3617 -2.5406
H -6.7986 0.6088 -2.5331
H -4.5945 2.2985 -3.7692
H -5.7927 1.3854 -4.6446
H -3.6506 0.1460 -4.5692
H -4.9585 -0.7259 -3.8266
S 3.3520 -4.6609 1.4454
P 3.0415 -3.3736 2.9034
S 1.2265 -2.4675 3.0218
C 3.3193 -4.1572 4.5279
C 4.5567 -4.7564 4.7612
C 4.8168 -5.3807 5.9661
C 3.8392 -5.4284 6.9525
C 2.6061 -4.8422 6.7255
C 2.3489 -4.2046 5.5178
C 4.2981 -2.0580 2.8843
C 4.5003 -1.2825 4.0238
C 5.4636 -0.2896 4.0315
C 6.2141 -0.0443 2.8897
C 6.0087 -0.8048 1.7497
C 5.0618 -1.8194 1.7518
H 5.3167 -4.7374 3.9892
H 5.7826 -5.8373 6.1380
H 4.0423 -5.9226 7.8928
H 1.8411 -4.8742 7.4889
H 1.3926 -3.7358 5.3436
H 3.9007 -1.4589 4.9078
H 5.6169 0.3024 4.9226
H 6.9630 0.7367 2.8921
H 6.5973 -0.6208 0.8615
H 4.9151 -2.4461 0.8840

Entry 2:
16
Properties=species:S:1:pos:R:3 method="wB97M-V/def2-TZVPD" charge=+1 e_above_lowest_kj_mol=203.8 gap_ev=11.123 e_lumo_ev=-3.34 homo_energy_ev=-14.46
C -0.9852 2.4384 -0.7028
N -1.2042 0.9960 -0.3485
H 0.0211 2.4874 -1.1247
H -1.0015 3.0539 0.1930
H -1.7225 2.6756 -1.4555
H -1.4168 0.5041 -1.2194
H -0.3080 0.4776 -0.0136
H -1.8632 0.7940 0.4486
C 0.4490 -2.2320 -0.1374
C 1.6917 -0.8769 1.3509
N 0.8133 -0.8292 0.3344
H 0.7096 -2.7872 0.7138
H -0.6113 -2.2001 -0.1950
H 0.9399 -2.5494 -1.0945
H 2.3745 -0.0682 1.4589
H 2.1136 -1.8839 1.7921

Entry 3:
111
Properties=species:S:1:pos:R:3 method="wB97M-V/def2-TZVPD" charge=+1 gap_ev=4.987 e_lumo_ev=-5.41 homo_energy_ev=-10.40
C -6.5635 -3.5574 0.2053
C -5.4873 -2.3171 -0.0946
O -6.0238 -1.2802 -0.9883
P -5.0511 0.2033 -0.8812
O -5.3109 0.7740 0.5688
C -3.1714 -0.1454 -1.0145
C -2.2121 0.9482 -0.2578
C -0.6010 0.4973 -0.3630
C 0.4321 1.6273 0.2037
C 2.0029 1.0487 0.0957
C 3.3063 1.9264 0.5787
C 4.1821 1.2529 1.7899
C 3.9281 1.9006 3.2742
C 4.0859 3.5307 3.3564
C 2.7614 4.0868 4.1865
C 1.3334 3.8143 3.3996
C 0.1321 3.7658 4.5556
C -0.5151 5.2668 4.8007
C -1.0473 5.3392 6.3829
C -2.3893 4.4066 6.6024
O -2.6245 4.2071 8.0644
C -2.9789 5.5226 8.6366
C 2.0062 -0.4548 -0.5362
C 3.5175 -1.1655 -0.6470
Cl 4.7602 -0.6928 -1.9453
C 3.7743 -2.2497 0.3843
C 2.7158 -2.6892 1.5572
Cl 5.4156 -3.1575 0.3545
N 0.8822 -1.2965 -1.0310
N -0.3939 -0.8380 -0.9502
O -5.5922 1.2101 -2.1905
C -5.6440 2.6345 -1.8364
C -4.2024 3.4361 -2.1152
H -7.2744 -3.6616 -0.7183
H -7.1721 -3.3283 1.1794
H -6.0174 -4.5963 0.3674
H -5.0371 -1.9254 0.9121
H -4.5962 -2.8377 -0.6949
H -2.9656 -1.1915 -0.4765
H -2.8403 -0.1560 -2.1509
H -2.5137 1.0559 0.8862
H -2.2492 2.0339 -0.7029
H 0.1608 2.6876 0.6290
H 2.9110 3.0019 0.8796
H 4.0347 2.1147 -0.3476
H 3.9724 0.1034 1.8721
H 5.3320 1.4231 1.5395
H 4.7611 1.4359 3.9917
H 2.8949 1.4992 3.7110
H 4.2078 4.0540 2.3073
H 5.0401 3.8083 4.0060
H 2.6939 3.4549 5.1968
H 2.8477 5.2201 4.4957
H 1.2926 2.7601 2.8671
H 1.1020 4.6369 2.5826
H -0.7570 3.0710 4.2314
H 0.5271 3.3955 5.6004
H 0.3525 6.0354 4.6104
H -1.4112 5.3726 4.0513
H -0.1537 4.9443 7.0594
H -1.3175 6.4655 6.5766
H -3.3492 4.9111 6.1194
H -2.2986 3.3353 6.1232
H -3.2826 6.3011 7.8078
H -3.8673 5.4662 9.4270
H -2.0353 5.9529 9.2042
H 1.5876 -2.5133 1.3018
H 2.8226 -3.7990 1.9247
H 2.9698 -2.0111 2.5050
H 1.0467 -2.2687 -1.4272
H -6.0695 2.8738 -0.7733
H -6.4055 3.1365 -2.6072
H -4.4105 4.3248 -2.8776
H -3.4121 2.6999 -2.5811
H -3.8689 3.9193 -1.1030
C 4.7481 -2.3250 -7.5022
O 4.9244 -1.1586 -7.8318
N 4.5282 -2.7679 -6.2152
C 4.3282 -4.1685 -5.9072
C 4.4957 -1.8032 -5.1356
H 4.7532 -3.1401 -8.2445
H 3.3456 -4.2916 -5.4426
H 5.1069 -4.4920 -5.2106
H 4.3774 -4.7819 -6.8109
H 3.7012 -1.0767 -5.3308
H 5.4539 -1.2762 -5.0999
H 4.3131 -2.3001 -4.1787
C -8.4232 -7.2152 0.2696
O -7.3955 -6.5671 0.1149
N -9.5890 -6.7432 0.8343
C -10.7645 -7.5759 0.9818
C -9.6419 -5.3713 1.2952
H -8.4919 -8.2694 -0.0458
H -11.5921 -7.1202 0.4304
H -11.0214 -7.6400 2.0431
H -10.5859 -8.5824 0.5942
H -9.4386 -4.7043 0.4521
H -8.8708 -5.2215 2.0568
H -10.6248 -5.1429 1.7166
C 8.8484 -2.0794 -6.6148
O 9.6456 -2.9461 -6.2782
N 9.0990 -0.7237 -6.6278
C 8.0997 0.2395 -7.0407
C 10.4024 -0.2457 -6.2157
H 7.8280 -2.3332 -6.9462
H 8.4828 0.8011 -7.8976
H 7.9043 0.9242 -6.2104
H 7.1675 -0.2564 -7.3242
H 11.1650 -0.6866 -6.8647
H 10.5893 -0.5641 -5.1858
H 10.4516 0.8450 -6.2785

Entry 4:
33
Properties=species:S:1:pos:R:3 method="wB97M-V/def2-TZVPD" charge=+1 e_above_lowest_kj_mol=130.1 gap_ev="11.026 / 2.592" multiplicity=2 e_lumo_ev="-3.52 / -10.77" homo_energy_ev="-14.54 / -13.36"
O -0.4362 0.9326 -2.9347
H -0.5579 1.0215 -3.8799
H -0.1616 1.8026 -2.6452
O 1.4157 3.4447 0.9304
H 1.4149 2.5599 0.5653
H 0.9251 3.9667 0.2955
O -2.2312 0.9228 0.6402
H -2.1651 1.6811 0.0599
H -2.7929 0.3078 0.1686
O 1.8717 -2.6706 -1.1225
H 2.0459 -1.9067 -1.6723
H 0.9176 -2.7472 -1.1135
O -0.7768 -1.8189 -1.3891
H -0.9733 -1.2081 -2.0994
H -1.3054 -2.5925 -1.5846
O 3.1452 -0.5270 1.5261
H 3.6096 -0.6518 0.6985
H 2.2237 -0.6652 1.3075
O 0.3848 0.1490 0.4052
H 0.3483 -0.0676 -0.5264
H -0.5076 0.4174 0.6243
O 2.2055 -0.5198 -3.0306
H 2.3689 -0.9192 -3.8850
H 1.4086 -0.0043 -3.1551
O -0.8351 -0.2422 3.5015
H -0.1999 0.4611 3.3667
H -0.9368 -0.6424 2.6379
O -1.7049 -2.1943 1.4212
H -2.2662 -2.9103 1.1235
H -1.1158 -2.0292 0.6850
O -1.9413 2.5243 3.1989
H -2.2454 2.0448 2.4283
H -1.1322 2.0809 3.4537

Entry 5:
105
Properties=species:S:1:pos:R:3 method="wB97M-V/def2-TZVPD" e_above_lowest_kj_mol=185.9 smiles=CC1(C)CCCC(C)(C)N1O.CC1(C)CCCC(C)(C)N1O.CC1(C)CCCC(C)(C)N1O.O.O.O.O.O gap_ev=7.689 e_lumo_ev=-0.05 homo_energy_ev=-7.74
C -6.8482 14.1640 -13.3900
C -6.5156 15.6028 -12.8971
C -7.5595 16.5966 -13.4745
C -6.5540 15.7227 -11.2936
C -5.8759 16.9764 -10.7963
C -4.3776 16.9917 -11.2750
C -4.2920 17.0055 -12.8488
C -4.5061 18.4738 -13.3544
C -2.7723 16.6915 -13.1419
N -5.1653 15.9392 -13.3668
O -5.1290 15.8703 -14.7729
H -6.0045 13.5414 -13.0924
H -7.6772 13.7588 -12.8098
H -6.9670 14.1004 -14.4717
H -8.5456 16.2190 -13.2043
H -7.3107 17.5968 -13.1199
H -7.5720 16.4901 -14.5592
H -7.5772 15.6097 -10.9354
H -6.1314 14.8118 -10.8695
H -6.4639 17.8408 -11.1048
H -5.9060 16.9543 -9.7070
H -3.7720 16.2506 -10.7534
H -3.9796 17.9455 -10.9288
H -3.6967 19.1724 -13.1427
H -5.4214 18.9442 -12.9952
H -4.7770 18.4883 -14.4101
H -2.1424 17.5624 -12.9605
H -2.6021 16.4691 -14.1953
H -2.4350 15.8164 -12.5865
H -4.4904 15.1700 -14.9257
C -3.2240 24.3022 -10.4021
C -3.8363 23.2639 -9.4570
C -4.7461 23.8974 -8.3357
C -4.6654 22.3365 -10.3830
C -5.1066 21.0191 -9.6456
C -3.7941 20.2624 -9.3058
C -2.7941 21.1255 -8.4540
C -3.1148 20.8998 -6.9212
C -1.3574 20.6152 -8.8125
N -2.6851 22.4885 -8.8903
O -1.8301 23.2793 -8.1121
H -2.4335 24.8827 -9.9265
H -2.9343 24.0594 -11.4245
H -3.9551 25.0818 -10.6160
H -5.1214 23.1007 -7.6934
H -4.1457 24.6325 -7.7998
H -5.5885 24.4447 -8.7586
H -5.5698 22.8750 -10.6663
H -4.1257 21.9882 -11.2636
H -5.7232 21.2316 -8.7722
H -5.8109 20.3841 -10.1830
H -3.3344 19.8933 -10.2226
H -4.0444 19.4584 -8.6138
H -2.2317 20.6253 -6.3443
H -3.9477 20.2382 -6.6834
H -3.2942 21.8484 -6.4151
H -1.0137 20.7239 -9.8412
H -1.3964 19.5336 -8.6831
H -0.5599 21.0432 -8.2051
H -1.4750 23.8503 -8.7972
C -5.6261 11.1619 -10.3584
C -4.3712 10.4896 -10.8983
C -4.7097 9.0634 -11.4396
C -3.8493 11.3086 -12.1302
C -3.2665 12.6857 -11.7290
C -2.1244 12.5199 -10.7240
C -2.5140 11.6608 -9.4792
C -1.1303 11.1878 -8.8235
C -3.3285 12.5412 -8.4631
N -3.2546 10.4243 -9.9263
O -3.4805 9.5947 -8.8265
H -5.5860 12.2396 -10.1999
H -6.4625 11.0279 -11.0444
H -6.0043 10.7484 -9.4235
H -5.1237 8.3101 -10.7693
H -5.2804 9.1938 -12.3590
H -3.8094 8.5149 -11.7165
H -3.0361 10.7225 -12.5583
H -4.5682 11.5018 -12.9264
H -2.8723 13.2816 -12.5522
H -4.0678 13.3310 -11.3689
H -1.8768 13.5256 -10.3843
H -1.2577 12.1229 -11.2524
H -0.5335 10.5354 -9.4609
H -1.3307 10.5233 -7.9830
H -0.4271 12.0109 -8.6967
H -2.5986 13.1604 -7.9417
H -3.7230 11.9106 -7.6664
H -4.0194 13.2207 -8.9621
H -4.2519 10.0393 -8.4677
O -0.7548 16.0452 -8.7713
H -1.6998 15.8955 -8.7441
H -0.6046 16.7466 -8.1374
O 1.4695 14.6531 -9.7279
H 1.9699 15.4576 -9.8640
H 0.6074 14.9525 -9.4394
O 1.8876 19.0795 -9.1918
H 1.3710 18.4511 -8.6873
H 2.1476 19.7437 -8.5535
O 0.2994 16.2221 -6.1780
H 0.2989 15.2764 -6.0299
H 1.2252 16.4518 -6.2586
O -2.0872 17.4495 -6.2905
H -1.3028 16.9317 -6.1089
H -2.6641 17.2805 -5.5456

Number 1: F_max 0.727 eV/A. Number 2: F_max 4.348 eV/A. Number 3: F_max 6.567 eV/A. Number 4: F_max 1.195 eV/A. Number 5: F_max 3.206 eV/A.